Computed, not measured: a molecular structure, C31H69CrF6N4O22S7 in a non-equilibrium geometry, with ωB97M-V with the def2-TZVPD basis set.

Geometry (Å):
Cr  -2.57350  3.60027  -0.71657
O  0.20886  6.42878  -1.12475
C  -0.74163  5.45289  -1.03263
O  -0.98615  4.63110  -1.89897
O  -1.46549  5.23139  -0.07106
H  0.62610  6.38615  -1.98829
O  -5.61639  2.52620  1.53068
C  -4.64434  2.91911  0.67726
O  -3.82160  3.77482  0.97345
O  -4.47944  2.56009  -0.51554
H  -5.53754  3.05333  2.32914
C  0.78496  1.10007  -1.52181
F  1.07565  2.44541  -1.36583
F  0.66432  0.89516  -2.82977
F  1.77365  0.27586  -1.05260
S  -1.00777  0.68303  -0.71509
O  -1.99513  0.43292  -1.70344
O  -0.81276  -0.45717  0.17236
N  -1.43934  2.24551  0.10390
S  -0.62353  2.12906  1.44697
O  0.72499  1.61505  1.33047
O  -0.73599  3.40004  2.12792
C  -1.60524  0.98051  2.69222
F  -1.05795  -0.20526  2.73994
F  -1.55822  1.49963  3.96198
F  -2.88563  0.90090  2.35185
C  3.33312  2.31215  5.23154
S  1.62746  2.33111  4.47454
O  1.05351  0.90503  4.51775
C  0.89769  3.15418  5.99747
H  4.01719  1.70960  4.63399
H  3.24646  1.82468  6.20260
H  3.70256  3.33672  5.27501
H  1.45757  3.97822  6.43974
H  0.90858  2.34367  6.72620
H  -0.18205  3.30302  6.00666
C  4.47241  1.65677  -1.77890
S  5.14560  3.23000  -2.55890
O  5.89341  2.80387  -3.80732
C  3.44447  3.81556  -3.12948
H  3.58634  1.87791  -1.18386
H  5.28926  1.21328  -1.20952
H  4.22738  0.89034  -2.51417
H  2.83216  2.95975  -3.41360
H  3.62207  4.59955  -3.86564
H  3.01048  4.29269  -2.25078
C  -2.75152  1.16312  -4.69290
S  -3.11540  2.82941  -3.98697
O  -2.68455  2.74257  -2.54883
C  -4.88126  2.59912  -3.94874
H  -1.67741  1.00568  -4.79095
H  -3.26887  1.14862  -5.65218
H  -3.19183  0.45056  -3.99542
H  -5.32823  2.54742  -4.94153
H  -5.35598  3.44660  -3.45426
H  -5.24994  1.68778  -3.47795
C  0.21939  -1.21499  8.63118
S  -1.38917  -0.25385  8.63555
O  -1.06978  1.14617  9.13903
C  -1.62327  -0.03149  6.79157
H  0.43876  -1.53673  9.64925
H  1.05396  -0.70409  8.15100
H  0.16709  -2.13073  8.04228
H  -0.76343  0.38828  6.26950
H  -2.36928  0.71372  6.51546
H  -1.93729  -1.02296  6.46527
C  -2.19065  -3.41441  1.60024
S  -2.25871  -4.73147  0.28175
O  -3.65330  -4.64125  -0.36135
C  -1.01660  -4.10596  -0.90981
H  -2.57781  -3.71344  2.57430
H  -2.67831  -2.59015  1.07977
H  -1.14294  -3.14695  1.73760
H  -0.01109  -4.36265  -0.57636
H  -0.93246  -3.01939  -0.92941
H  -1.06835  -4.45684  -1.94049
C  -6.45814  -0.20428  -1.18394
O  -7.10099  -0.27891  -2.23908
N  -5.73111  -1.23110  -0.70718
C  -5.16305  -1.15352  0.57374
C  -5.51663  -2.45414  -1.43937
H  -6.56402  0.70012  -0.56503
H  -5.07206  -2.14823  1.01007
H  -5.69487  -0.51829  1.28208
H  -4.19034  -0.69853  0.38692
H  -5.76049  -3.31718  -0.81985
H  -6.04581  -2.72780  -2.35215
H  -4.44140  -2.52970  -1.60150
C  2.98956  -2.56245  0.61611
O  1.81165  -2.65898  0.21114
N  3.43711  -1.60712  1.44507
C  4.81194  -1.65427  1.87220
C  2.60034  -0.47867  1.97350
H  3.73430  -3.29651  0.27157
H  5.38941  -2.48235  1.46122
H  4.79919  -1.82438  2.94877
H  5.44532  -0.76750  1.84840
H  1.53860  -0.54309  1.73543
H  2.69302  -0.41320  3.05758
H  3.00592  0.41416  1.49764
C  1.32231  -3.89916  6.19868
O  2.06782  -4.12615  7.20505
N  1.39655  -2.82503  5.38551
C  2.50189  -1.88919  5.40422
C  0.29331  -2.40473  4.48120
H  0.44997  -4.55991  6.07785
H  2.18162  -0.87232  5.63115
H  2.99186  -1.94909  4.43239
H  3.12393  -2.06887  6.28108
H  0.78730  -2.49787  3.51404
H  -0.67701  -2.90058  4.50780
H  -0.07207  -1.39076  4.64383
O  1.20335  -2.71768  -5.59473
C  1.37929  -3.03450  -4.39801
O  1.72301  -4.23922  -3.93995
C  1.89863  -5.35652  -4.86760
C  3.39223  -5.74596  -4.88291
C  1.36540  -2.02935  -3.26703
H  1.57262  -5.12364  -5.88129
H  1.25722  -6.19134  -4.58519
H  3.94801  -4.89106  -5.26806
H  3.57518  -6.62551  -5.50019
H  3.66283  -5.98359  -3.85412
H  2.20404  -1.38829  -3.53874
H  1.52677  -2.47655  -2.28618
H  0.48880  -1.38205  -3.29268
O  2.96884  2.85830  -6.75330
C  2.42899  2.00876  -6.01961
O  1.13180  1.95339  -5.74961
C  0.19285  2.93441  -6.19590
C  -0.35489  2.54318  -7.57713
C  3.22761  0.92140  -5.35143
H  0.52024  3.97401  -6.20722
H  -0.61979  2.97044  -5.47037
H  0.44385  2.30687  -8.28016
H  -0.95852  3.28257  -8.10346
H  -0.87885  1.58741  -7.58476
H  4.11409  1.24543  -4.80620
H  3.57486  0.25173  -6.13823
H  2.57832  0.33228  -4.70379

As for the spin multiplicity: 4. Its strongest force on any atom is 5.76 eV Å⁻¹. As for the expectation value of S²: 3.786. As for the HOMO-LUMO gap (alpha / beta): 6.208 / 7.549 eV.

Atomic partial charges in e from the Mulliken method, atoms 1 to 5: 0.611, -0.494, 0.928, -0.565, -0.569

Computed, not measured: 5 unconnected molecules or ions with the total composition C31H69N3O7 in a non-equilibrium geometry, with ωB97M-V with the def2-TZVPD basis set.

Geometry (Å):
C  -18.71701  16.40655  1.60118
C  -19.53967  17.19874  2.56547
C  -18.51551  18.02133  3.32708
C  -20.45453  18.16963  1.81547
C  -21.43173  18.82171  2.80425
C  -22.22985  17.82709  3.54844
C  -21.29480  16.80244  4.30180
C  -20.70913  17.32509  5.61565
C  -22.31118  15.71876  4.66777
N  -20.41798  16.26010  3.25738
O  -19.53823  15.34984  3.89731
H  -17.79448  15.99815  2.09696
H  -19.26565  15.55349  1.27854
H  -18.41252  17.07241  0.81740
H  -17.80838  18.46915  2.63582
H  -18.90081  18.77554  3.98869
H  -17.99467  17.37948  4.04189
H  -19.80766  18.93319  1.28357
H  -21.07927  17.69466  1.08734
H  -20.95059  19.54618  3.43419
H  -22.15353  19.50332  2.26690
H  -22.86392  17.28493  2.82892
H  -22.89444  18.21134  4.31121
H  -21.59852  17.41698  6.25060
H  -20.18659  18.27282  5.60743
H  -20.05080  16.58696  6.03429
H  -21.84802  14.98365  5.27825
H  -22.76739  15.22591  3.81968
H  -23.06498  16.18318  5.32978
H  -19.82419  14.53773  3.46612
C  -20.03630  11.27943  7.25127
C  -18.91538  11.26223  6.18495
C  -18.60464  12.73450  5.93676
C  -17.65623  10.53201  6.67677
C  -16.85650  10.11747  5.49088
C  -17.61462  8.95463  4.75686
C  -19.15242  9.18054  4.57143
C  -19.58962  8.75535  3.17469
C  -20.00102  8.30982  5.49180
N  -19.32630  10.62475  4.84747
O  -20.66965  10.99291  4.52840
H  -20.75008  12.11814  7.04513
H  -20.51015  10.27592  7.35292
H  -19.52849  11.40159  8.20485
H  -19.48403  13.20289  5.56106
H  -18.32723  13.16890  6.85835
H  -17.81017  12.82819  5.20761
H  -17.06491  11.26692  7.23465
H  -17.82954  9.71551  7.35506
H  -16.65503  10.94295  4.83557
H  -15.86369  9.71117  5.84378
H  -17.44150  8.12410  5.46338
H  -17.29929  8.92309  3.77848
H  -19.19867  9.34190  2.36403
H  -20.63206  8.74148  2.93024
H  -19.25677  7.70183  3.00244
H  -21.01566  8.26922  5.18236
H  -19.95518  8.65753  6.53894
H  -19.69767  7.30335  5.55736
H  -21.31237  10.40703  4.92717
C  -20.33798  11.65798  -8.84174
C  -21.04271  10.39635  -8.30479
C  -21.90147  9.90724  -9.43808
C  -20.09748  9.24062  -7.93633
C  -19.34314  9.49518  -6.58992
C  -20.39318  9.87882  -5.50288
C  -21.34357  10.99826  -5.86888
C  -22.48355  10.94305  -4.86726
C  -20.55993  12.34282  -5.82364
N  -21.95565  10.68017  -7.18956
O  -22.89790  11.66903  -7.55347
H  -20.09895  11.44958  -9.88293
H  -21.05667  12.52582  -8.76772
H  -19.32259  11.87984  -8.33710
H  -22.69090  9.16951  -9.14894
H  -22.44741  10.77116  -9.89416
H  -21.25296  9.50073  -10.21395
H  -20.68558  8.31687  -8.00439
H  -19.38714  9.15492  -8.79879
H  -18.86139  8.61297  -6.17065
H  -18.53319  10.16345  -6.75021
H  -19.94967  10.15932  -4.56890
H  -20.95329  8.95517  -5.44590
H  -23.25680  11.61919  -5.08796
H  -22.18187  11.18804  -3.91563
H  -22.94845  9.95374  -4.87954
H  -19.55087  12.11389  -6.17906
H  -20.46610  12.61589  -4.71231
H  -21.11525  13.12057  -6.46442
H  -23.77900  11.30311  -7.61219
O  -16.68011  13.06951  -0.84267
C  -17.98432  12.62247  -0.61807
C  -19.01108  13.25955  -1.55877
O  -18.63680  12.98298  -2.87142
H  -16.55909  12.97791  -1.79770
H  -18.00732  11.49840  -0.72241
H  -18.21480  12.89758  0.42646
H  -19.04568  14.31865  -1.42013
H  -19.95815  12.75884  -1.29039
H  -19.18986  12.20188  -3.07040
O  -20.72470  10.98408  0.68955
C  -21.80697  11.83464  1.08257
C  -21.38806  13.15540  1.79159
O  -20.24187  13.02546  2.68549
H  -19.97922  11.23866  1.17757
H  -22.40418  12.11605  0.22084
H  -22.46283  11.26689  1.72320
H  -22.25473  13.57694  2.28427
H  -21.02065  13.83060  1.00887
H  -20.42695  12.35016  3.35651

The energy above the lowest of the compared OMol25 structures with the same formula, charge and spin is 1.3629 eV. Its strongest force on any atom is 3.18 eV Å⁻¹. Its SMILES is CC1(C)CCCC(C)(C)N1O.CC1(C)CCCC(C)(C)N1O.CC1(C)CCCC(C)(C)N1O.OCCO.OCCO. As for the HOMO-LUMO gap: 8.931 eV.

Atomic partial charges in e from the Mulliken method, atoms 1 to 5: -1.603, 1.722, -1.869, -1.124, -0.688